{
  "formula": "C20H56NO14S2",
  "method": "the ωB97M-V functional and the def2-TZVPD basis",
  "species": ["C", "S", "O", "O", "N", "S", "C", "C", "O", "O", "C", "O", "O", "H", "H", "H", "H", "H", "H", "H", "H", "C", "C", "O", "H", "H", "H", "H", "H", "H", "C", "C", "O", "H", "H", "H", "H", "H", "H", "C", "C", "O", "H", "H", "H", "H", "H", "H", "C", "C", "O", "H", "H", "H", "H", "H", "H", "C", "C", "O", "H", "H", "H", "H", "H", "H", "C", "C", "O", "H", "H", "H", "H", "H", "H", "C", "C", "O", "H", "H", "H", "H", "H", "H", "C", "C", "O", "H", "H", "H", "H", "H", "H"],
  "positions_angstrom": [[-1.1892, 7.2201, -0.9325], [-0.7155, 7.8058, -2.6255], [-1.7457, 8.9218, -3.0445], [0.6694, 8.5456, -2.5070], [-0.5836, 6.6626, -3.8948], [0.9539, 6.6637, -4.7211], [-1.1056, 5.2774, -3.6057], [-0.0294, 4.5396, -2.6261], [-0.5217, 3.4030, -1.8457], [-0.5778, 3.7909, -0.5816], [-2.6780, 5.1837, -3.1883], [-3.3278, 4.1739, -2.6137], [-3.5369, 6.3570, -3.5649], [-1.3516, 8.1894, -0.2545], [-2.1783, 6.6023, -0.8427], [-0.3066, 6.6270, -0.3918], [1.9395, 5.9486, -4.0218], [-1.0256, 4.6963, -4.6490], [0.8226, 4.1028, -3.3408], [0.5599, 5.2777, -1.8955], [0.2495, 3.4333, -0.1425], [2.5798, 0.1350, 0.8694], [1.5220, 1.2129, 0.7533], [1.9656, 2.3990, 1.3960], [2.7983, -0.0780, 1.9210], [2.2514, -0.7876, 0.3828], [3.5180, 0.4618, 0.4093], [0.5932, 0.8912, 1.2336], [1.3074, 1.4409, -0.2952], [2.7862, 2.6811, 0.9567], [-4.5744, 3.1505, 1.1183], [-3.5199, 2.8162, 2.1529], [-2.4952, 2.0289, 1.5641], [-5.0090, 2.2356, 0.7023], [-5.3742, 3.7535, 1.5574], [-4.1349, 3.7031, 0.2816], [-3.9588, 2.2451, 2.9763], [-3.0715, 3.7257, 2.5643], [-2.1062, 2.5483, 0.8397], [1.9528, -1.6145, -3.5816], [1.9959, -0.1549, -3.1790], [3.1813, 0.1105, -2.4436], [1.9869, -2.2588, -2.6969], [1.0426, -1.8366, -4.1457], [2.8208, -1.8724, -4.1969], [1.1387, 0.0932, -2.5462], [1.9753, 0.4956, -4.0587], [3.9366, -0.1050, -3.0171], [-5.3547, -0.3795, 3.9427], [-4.3001, -0.7138, 4.9773], [-3.2754, -1.5011, 4.3885], [-5.7892, -1.2945, 3.5267], [-6.1544, 0.2235, 4.3818], [-4.9151, 0.1731, 3.1060], [-4.7390, -1.2849, 5.8007], [-3.8517, 0.1957, 5.3887], [-2.8864, -0.9818, 3.6641], [5.6135, -2.9578, -0.7247], [4.2398, -3.4953, -1.0685], [4.1123, -3.6360, -2.4758], [5.7788, -1.9883, -1.2061], [5.7264, -2.8392, 0.3566], [6.3956, -3.6316, -1.0891], [3.4620, -2.8083, -0.7221], [4.0717, -4.4706, -0.6014], [4.8018, -4.2544, -2.7722], [9.4064, -5.4961, -2.9053], [8.0392, -6.0664, -3.2210], [7.1222, -5.0132, -3.4790], [9.3553, -4.8335, -2.0350], [10.1241, -6.2951, -2.6995], [9.7780, -4.8950, -3.7415], [7.6621, -6.6478, -2.3746], [8.0794, -6.7197, -4.0979], [7.4617, -4.5081, -4.2374], [-0.9237, -3.6766, 3.5203], [-0.2502, -2.4580, 2.9240], [1.1114, -2.7458, 2.6417], [-0.4163, -3.9851, 4.4403], [-1.9732, -3.4698, 3.7480], [-0.8731, -4.5243, 2.8293], [-0.2835, -1.6199, 3.6264], [-0.7438, -2.1511, 1.9968], [1.1299, -3.4857, 2.0108], [-6.8080, -4.7387, 3.2848], [-7.6219, -3.7664, 4.1132], [-7.9039, -2.6000, 3.3539], [-5.8695, -4.2766, 2.9611], [-6.5782, -5.6416, 3.8574], [-7.3512, -5.0246, 2.3783], [-7.0666, -3.4662, 5.0067], [-8.5678, -4.2165, 4.4298], [-8.4045, -2.8763, 2.5672]],
  "forces_ev_per_a": [[-0.091, -0.732, 2.655], [0.258, 9.183, -0.940], [3.092, -4.798, 1.655], [-3.818, -3.598, 0.212], [0.620, -1.660, 1.087], [-0.015, -0.024, -0.209], [-0.211, -2.007, -0.513], [1.730, -0.103, -0.835], [0.988, 0.297, -4.455], [0.484, 0.447, 4.890], [-7.690, 2.344, 0.405], [4.597, 3.591, -2.366], [5.636, -5.340, 1.579], [0.464, -1.788, -2.130], [1.900, 1.089, -0.828], [-1.867, 1.220, -1.598], [-1.261, 0.581, 0.068], [-0.326, 1.414, 2.295], [-1.868, 0.747, 1.503], [-1.592, -1.457, -1.544], [-1.017, 0.456, -0.585], [0.123, -0.187, 0.093], [0.287, -0.322, -0.130], [0.129, 0.666, -0.025], [-0.201, -0.023, -0.109], [0.105, 0.071, 0.034], [-0.146, -0.063, -0.158], [0.098, 0.247, 0.022], [-0.087, -0.219, -0.112], [-0.406, -0.177, 0.242], [-0.165, 0.093, -0.070], [0.019, 0.128, -0.449], [0.336, -0.163, 0.039], [0.045, 0.093, 0.121], [0.014, -0.004, -0.070], [-0.067, 0.008, 0.059], [0.204, -0.037, -0.043], [-0.149, 0.088, 0.135], [-0.141, -0.173, 0.119], [-0.191, -0.125, -0.007], [0.060, -0.257, -0.253], [0.527, 0.171, 0.107], [-0.032, 0.129, -0.184], [0.062, 0.000, 0.007], [-0.119, 0.005, 0.032], [0.233, 0.097, 0.013], [-0.222, 0.004, -0.031], [-0.425, 0.061, 0.329], [-0.180, -0.058, -0.071], [-0.052, 0.261, -0.378], [0.390, -0.115, -0.144], [-0.011, 0.166, 0.166], [0.015, -0.031, -0.107], [-0.022, 0.061, 0.126], [0.212, -0.057, -0.101], [-0.132, 0.059, 0.137], [-0.213, -0.200, 0.314], [0.175, 0.123, 0.188], [0.308, -0.051, -0.148], [0.069, -0.271, -0.309], [-0.128, -0.085, 0.114], [0.040, 0.021, -0.065], [-0.085, -0.024, 0.073], [0.037, -0.075, -0.203], [-0.017, 0.031, 0.217], [-0.202, 0.283, 0.114], [0.185, -0.001, 0.166], [0.242, 0.152, -0.142], [-0.269, 0.288, -0.240], [-0.030, -0.161, -0.075], [0.002, 0.104, -0.039], [0.020, -0.139, 0.003], [-0.115, 0.174, -0.148], [0.084, -0.165, 0.098], [-0.238, -0.225, 0.420], [-0.263, -0.092, 0.179], [-0.112, -0.362, -0.064], [0.423, -0.136, -0.282], [-0.065, 0.137, -0.083], [0.114, -0.064, 0.001], [-0.052, 0.073, -0.056], [0.188, -0.097, -0.127], [-0.186, 0.099, 0.067], [-0.014, 0.417, 0.351], [0.225, -0.149, 0.006], [-0.047, -0.122, -0.352], [-0.287, 0.142, -0.228], [-0.110, -0.040, 0.143], [-0.002, 0.017, -0.103], [-0.030, -0.065, 0.116], [-0.116, 0.145, -0.164], [0.065, -0.137, 0.169], [0.286, 0.193, 0.407]],
  "mulliken_charge": [-0.714, 1.150, -0.620, -0.677, -0.153, -0.106, 0.257, -0.416, -0.155, -0.420, -0.018, -0.641, -0.664, 0.376, 0.273, 0.211, 0.118, 0.345, 0.188, 0.308, 0.325, -1.056, 0.247, -0.567, 0.340, 0.113, 0.378, 0.248, -0.048, 0.319, -0.914, -0.242, -0.387, 0.250, 0.364, 0.233, 0.182, 0.295, 0.271, -0.977, -0.109, -0.470, 0.141, 0.387, 0.276, 0.196, 0.260, 0.268, -0.687, -0.353, -0.443, 0.120, 0.349, 0.098, 0.336, 0.274, 0.255, -0.981, 0.203, -0.454, 0.210, 0.352, 0.254, -0.102, 0.299, 0.232, -1.017, -0.246, -0.432, 0.263, 0.323, 0.326, 0.275, 0.282, 0.256, -0.991, -0.108, -0.508, 0.261, 0.212, 0.369, 0.254, 0.248, 0.277, -0.971, -0.247, -0.501, 0.249, 0.315, 0.333, 0.256, 0.308, 0.288],
  "lumo_energy_ha": 0.0585,
  "total_charge": -1,
  "energy_ev": -73464.21549,
  "homo_ev": -4.35,
  "largest_force_ev_per_a": 9.2
}